114
Properties=species:S:1:pos:R:3:forces:R:3:mulliken_charge:R:1 method="wB97M-V/def2-TZVPD" e_lumo_ev=2.40 total_charge=-2 energy_ev=-234200.8646 largest_force_ev_per_a=0.75 e_above_lowest_kcal_mol=44.4 e_homo_ev=-0.2 orbital_gap_ev=2.60
Cs -0.287827 0.886645 1.193027 0.0 0.2 -0.7 1.2813
O 0.761062 -3.909309 2.525252 0.0 0.1 0.0 -0.7122
Cl 0.736791 -2.511175 2.839325 0.4 -0.1 0.1 1.7393
O 1.860199 -2.185567 3.712294 -0.1 0.0 0.0 -0.7786
O -0.489050 -2.154945 3.506757 -0.2 0.1 0.1 -0.7230
O 0.869221 -1.727271 1.625660 0.1 -0.2 0.1 -0.6303
N 1.913588 0.911319 3.562906 -0.1 0.2 0.0 -0.2730
C 0.749435 0.885941 4.447288 0.1 -0.1 0.0 0.9104
C 1.096910 0.441939 5.873743 0.0 -0.1 0.0 -1.2864
C -0.091960 0.480153 6.850454 0.0 0.0 0.0 -1.0758
C 0.177339 1.360982 8.070092 0.0 0.0 0.0 -0.7934
N 0.542058 2.688623 7.582924 0.0 -0.1 0.0 -0.1603
C 1.575692 3.380124 7.969940 0.0 0.0 0.0 0.6512
N 2.031330 4.341868 7.148660 0.0 0.0 0.0 -0.4170
N 2.200409 3.165485 9.153396 0.0 -0.1 0.0 -0.3959
C 0.044083 2.256739 4.360816 -0.1 -0.1 0.1 -0.1736
O 0.508712 3.204851 5.116438 0.1 0.0 0.1 -0.9338
O -0.908416 2.372569 3.602577 0.0 0.2 0.2 -0.6215
H 2.270012 -0.032759 3.442935 0.1 0.0 0.0 0.2182
H 2.631900 1.517447 3.939542 0.1 -0.1 0.0 0.2674
H 0.062487 0.142603 4.037882 -0.1 0.1 0.1 0.1223
H 1.915041 1.072515 6.242989 0.0 0.0 0.0 0.2827
H 1.489910 -0.572666 5.789805 0.0 0.0 0.0 0.4385
H -0.354946 -0.520625 7.195075 0.0 0.0 0.0 0.4344
H -0.978349 0.867583 6.337871 0.0 0.0 0.0 0.4543
H 0.994961 0.937724 8.662514 0.0 0.0 0.0 0.4368
H -0.710508 1.417587 8.705036 0.0 0.0 0.0 0.2911
H 0.356045 2.866709 6.514294 0.0 0.0 0.0 0.5688
H 1.716292 4.262708 6.176874 0.0 0.0 0.0 0.3414
H 2.898723 4.804653 7.345219 0.0 0.0 0.0 0.1867
H 1.742945 2.596942 9.841446 0.0 0.0 0.0 0.2194
H 2.910548 3.798993 9.467678 0.0 0.0 0.0 0.1999
C 4.538599 2.522114 -2.169207 -0.1 0.0 0.0 -1.1006
Si 4.661443 0.645654 -2.225266 0.0 0.0 -0.1 0.1148
C 5.987081 0.108343 -0.999377 0.0 0.0 0.0 -1.1292
C 5.218833 0.163232 -3.958621 -0.1 0.0 0.0 -0.9528
As 2.610762 -0.230907 -1.555196 -0.1 0.1 0.3 0.2936
Si 1.170695 -0.077831 -3.412950 0.0 0.0 -0.1 0.3141
C -0.548631 -0.446925 -2.813447 0.0 0.0 0.0 -0.2727
C 1.271541 1.679985 -4.051260 0.1 0.0 0.0 -0.9401
C 1.636803 -1.256895 -4.811027 0.0 0.0 0.0 -0.9622
Si 3.031714 -2.523778 -1.333193 0.1 -0.2 0.0 0.5599
C 4.198847 -3.227683 -2.646596 0.0 0.0 0.0 -1.1831
C 3.880256 -2.788523 0.317514 0.0 0.0 0.0 -0.6393
C 1.413742 -3.446944 -1.365816 0.0 0.1 0.0 -0.4833
H 5.524874 2.989066 -2.094860 0.0 0.0 0.0 0.3489
H 3.939045 2.837361 -1.312944 0.0 0.0 0.0 0.3032
H 4.046334 2.902354 -3.066987 0.0 0.0 0.0 0.2949
H 6.907937 0.676231 -1.163578 0.0 0.0 0.0 0.3822
H 6.217285 -0.953743 -1.104814 0.0 0.0 0.0 0.2535
H 5.656230 0.279381 0.027555 0.0 0.0 0.0 0.2948
H 6.156984 0.635179 -4.264336 0.0 0.0 0.1 0.4071
H 4.444100 0.464673 -4.668566 0.0 0.0 0.0 0.2002
H 5.337282 -0.917524 -4.035143 0.0 -0.1 0.0 0.2539
H -0.870877 0.365063 -2.154576 0.0 0.0 0.0 -0.0454
H -0.655846 -1.407202 -2.303070 0.0 0.0 0.0 -0.0617
H -1.231015 -0.461014 -3.669792 0.0 0.0 0.0 0.3508
H 0.912334 2.371234 -3.284510 0.0 0.0 0.0 0.1721
H 0.630209 1.796191 -4.930528 0.0 0.0 0.0 0.3438
H 2.292835 1.947509 -4.339870 0.0 0.0 0.0 0.1975
H 1.857854 -2.253741 -4.426054 0.0 0.0 0.0 0.2171
H 2.502860 -0.905702 -5.376878 0.0 0.0 0.0 0.2362
H 0.793708 -1.354075 -5.501312 0.0 0.0 0.0 0.4126
H 5.221328 -2.880036 -2.476552 0.0 0.0 0.0 0.2418
H 3.907048 -2.950529 -3.660174 0.0 0.0 0.0 0.3016
H 4.204795 -4.320183 -2.581334 0.0 0.0 0.0 0.4038
H 4.784684 -2.182709 0.411395 0.0 0.0 0.0 0.2260
H 4.160562 -3.840099 0.433213 0.0 0.0 0.0 0.2787
H 3.201590 -2.524752 1.127528 0.0 0.0 0.0 -0.0990
H 0.881827 -3.364747 -2.315421 0.0 0.0 0.0 0.0906
H 0.750570 -3.071761 -0.583024 0.0 0.0 0.0 -0.0712
H 1.577966 -4.510436 -1.170395 0.0 0.0 0.0 0.4300
C -3.343785 -4.131418 -4.457872 0.0 0.0 0.0 -1.0849
Si -3.159135 -4.834602 -2.695603 0.0 0.0 0.1 -0.0134
C -4.821112 -5.759122 -2.426155 0.0 0.0 0.0 -1.1642
C -1.920109 -6.286396 -2.799161 0.0 0.0 0.0 -1.0867
C -2.717760 -3.579068 -1.529217 0.0 0.0 -0.1 -0.2681
H -3.975380 -4.749104 -5.106172 0.0 0.0 0.0 0.2853
H -2.361417 -4.031278 -4.928685 0.0 0.0 0.0 0.3131
H -3.785820 -3.131634 -4.407348 0.0 0.0 0.0 0.2644
H -5.008368 -6.523306 -3.192560 0.0 0.0 0.0 0.2929
H -5.653164 -5.047758 -2.436137 0.0 0.0 0.0 0.2686
H -4.823092 -6.247595 -1.446144 0.0 0.0 0.0 0.2899
H -2.344788 -7.202623 -3.225350 0.0 0.0 0.0 0.2766
H -1.549468 -6.517475 -1.795552 0.0 0.0 0.0 0.2834
H -1.055301 -5.992227 -3.401855 0.0 0.0 0.0 0.3013
H -2.061581 -3.776712 -0.682463 0.0 0.0 0.0 0.1047
H -2.747330 -2.535845 -1.838363 0.0 0.0 0.0 -0.0178
Br -7.759028 -0.345830 -0.327324 0.0 0.0 0.0 -0.2585
C -5.901503 -0.176190 0.067629 0.0 0.0 0.0 0.1796
C -5.110792 -1.297969 0.157584 0.0 0.0 0.0 -0.4881
C -3.767951 -1.103282 0.469809 0.0 0.0 -0.1 -0.4814
N -3.225057 0.095607 0.658103 -0.1 0.0 0.0 0.1144
C -4.009432 1.165554 0.520252 0.0 0.0 -0.1 -0.4341
C -5.363283 1.089341 0.240231 0.0 0.0 0.0 -0.3929
H -5.470616 -2.298492 -0.034170 0.0 0.0 0.0 0.4539
H -3.121675 -1.972314 0.515067 0.0 0.0 0.0 0.4862
H -3.522738 2.132915 0.605061 0.0 0.0 0.0 0.2344
H -5.965553 1.980248 0.137413 0.0 0.0 0.0 0.4527
C -4.619180 3.814282 -2.769745 0.0 -0.1 0.0 -0.6089
Si -2.979466 4.709895 -2.542004 0.0 0.1 -0.1 -0.0341
C -2.468713 5.377448 -4.233272 0.0 0.0 0.0 -0.9765
C -3.295062 6.211521 -1.441220 0.0 0.0 0.0 -0.9781
C -1.729182 3.639550 -1.845793 0.1 0.0 0.0 0.0164
C -0.868736 2.892525 -1.356890 0.0 0.0 0.1 -0.5482
H -5.390507 4.432652 -3.237644 0.0 0.0 0.0 0.3038
H -4.994456 3.469988 -1.803042 0.0 0.0 0.0 -0.0337
H -4.466446 2.925347 -3.386689 0.0 0.0 0.0 0.2603
H -3.187234 6.102441 -4.627845 0.0 0.0 0.0 0.2557
H -2.377419 4.557898 -4.950364 0.0 0.0 0.0 0.2774
H -1.491818 5.862050 -4.160717 0.0 0.0 0.0 0.2806
H -4.017571 6.906824 -1.879545 0.0 0.0 0.0 0.2762
H -2.357504 6.746934 -1.272113 0.0 0.0 0.0 0.2787
H -3.670309 5.893041 -0.465428 0.0 0.0 0.0 0.2666